105
Properties=species:S:1:pos:R:3:lowdin_charge:R:1 method="wB97M-V/def2-TZVPD" lumo_ev=-8.304 homo_lumo_gap_ev=1.081 charge=+1 spin_multiplicity=1
C -0.71 -1.81 -2.28 -0.07
N 0.29 -2.08 -1.25 -0.13
C -0.29 -2.66 -0.01 -0.28
C -0.88 -1.65 0.96 -0.32
C 0.12 -0.71 1.69 -0.09
C 1.61 -0.79 1.37 -0.17
C 1.94 0.14 0.21 -0.17
C 2.10 1.57 0.63 -0.20
O 3.44 1.77 1.07 -0.06
C 3.88 2.98 0.55 -0.25
O 4.54 3.03 -0.50 0.10
O -1.84 -0.87 0.30 -0.10
C -3.17 -1.28 0.53 -0.15
C -4.10 -0.15 0.09 -0.29
C -4.32 0.83 1.23 -0.10
C -5.72 1.42 1.24 -0.25
O -5.62 2.76 1.68 -0.03
N -3.59 0.52 -1.13 0.17
B -4.63 0.83 -2.08 -0.66
O -5.21 2.07 -2.15 0.17
N -5.12 -0.18 -3.03 -0.01
C -6.52 -0.14 -3.11 -0.09
C -4.64 -1.54 -2.74 -0.05
H -0.19 -1.59 -3.19 0.01
H -1.36 -2.67 -2.49 0.09
H -1.28 -0.94 -2.01 0.09
H 0.99 -2.72 -1.60 -0.01
H 0.47 -3.24 0.57 0.07
H -1.10 -3.40 -0.29 0.11
H -1.39 -2.23 1.71 0.06
H -0.04 -0.81 2.75 0.09
H -0.18 0.29 1.44 0.12
H 1.98 -1.80 1.22 0.09
H 2.16 -0.41 2.22 0.12
H 2.87 -0.13 -0.27 0.13
H 1.15 0.14 -0.51 0.10
H 1.40 1.86 1.41 0.13
H 1.87 2.19 -0.22 0.13
H 3.49 3.89 1.02 0.15
H -3.36 -1.47 1.57 0.09
H -3.42 -2.17 -0.04 0.12
H -5.06 -0.59 -0.11 0.14
H -4.17 0.36 2.18 0.11
H -3.64 1.67 1.16 0.13
H -6.32 0.86 1.94 0.12
H -6.19 1.36 0.27 0.11
H -6.38 3.25 1.40 0.09
H -3.24 1.42 -0.85 0.13
H -4.65 2.74 -2.55 0.13
H -6.89 0.86 -3.18 0.11
H -6.96 -0.65 -4.14 -0.13
H -7.01 -0.70 -2.33 0.12
H -5.07 -1.93 -1.83 0.09
H -3.57 -1.51 -2.62 0.06
H -4.89 -2.18 -3.57 0.05
Ca 0.68 -4.50 -1.16 1.75
C 1.56 -0.64 -5.77 -1.62
Br 2.64 -0.42 -7.32 0.67
Br -0.09 -1.58 -6.14 0.57
Br 2.54 -1.51 -4.35 0.56
H 1.29 0.34 -5.41 -0.02
C 2.21 -3.86 5.27 -0.07
C 2.14 -4.36 3.84 -0.30
O 0.86 -4.06 3.24 -0.13
H 1.42 -4.32 5.86 0.09
H 3.18 -4.11 5.71 0.09
H 2.08 -2.78 5.31 0.06
H 2.25 -5.44 3.80 0.11
H 2.93 -3.91 3.23 0.10
H 0.75 -3.10 3.28 0.03
B 4.64 5.29 -4.71 -1.05
O 4.41 3.80 -4.68 0.22
C 3.44 3.54 -3.85 -0.44
O 3.01 2.45 -3.59 0.07
C 2.93 4.87 -3.24 -0.43
O 2.04 4.96 -2.44 0.10
O 3.63 5.85 -3.75 0.23
F 4.42 5.77 -5.98 0.18
F 5.92 5.58 -4.29 0.16
C -3.46 -2.43 5.08 -1.51
Cl -4.93 -2.43 4.09 0.55
Cl -3.49 -3.72 6.25 0.62
Cl -2.03 -2.57 4.03 0.60
H -3.39 -1.48 5.60 0.01
F 1.05 -0.45 8.32 -0.26
Al 0.18 0.08 6.84 -0.24
F 0.93 -0.58 5.52 -0.14
F 0.26 1.72 6.87 -0.13
F -1.37 -0.46 7.00 -0.13
Al 0.73 0.27 10.01 0.92
Br -7.10 -1.94 -5.43 0.34
C 9.76 3.82 -4.44 -0.05
C 8.94 5.01 -4.90 -0.30
O 9.32 5.11 -6.27 0.14
C 9.67 3.87 -6.70 -0.56
O 9.80 3.55 -7.83 0.18
O 9.85 3.04 -5.64 0.06
F 9.30 6.14 -4.25 0.08
H 10.76 4.12 -4.13 0.14
H 9.28 3.26 -3.65 0.14
H 7.87 4.87 -4.83 0.15
N -6.11 -5.10 8.32 -0.64
O -5.56 -6.02 8.93 0.08
O -5.84 -3.93 8.60 0.05
O -6.90 -5.36 7.42 0.08